No. 1
{
  "formula": "C4H6Cl2N3O2P",
  "method": "wB97M-V/def2-TZVPD",
  "de_lowest_kj_mol": 86.4,
  "charge": 0,
  "spin_multiplicity": 3,
  "elements": ["C", "C", "C", "C", "N", "N", "N", "O", "O", "P", "Cl", "Cl", "H", "H", "H", "H", "H", "H"],
  "coordinates": [[-0.68677, 1.86693, 0.21556], [0.71281, -0.27030, 0.20958], [1.77230, 1.91678, -0.07502], [-0.14912, -2.53576, 0.20753], [-1.60037, 0.35844, -1.87940], [0.48505, 1.10046, 0.14606], [-0.32769, -1.12890, 0.26814], [-1.01655, 2.87943, -0.29245], [1.84542, -0.69469, 0.18555], [-1.71919, -0.43689, -0.63513], [-3.12268, -1.71368, 0.02116], [-1.89387, 1.02735, 1.46357], [1.98135, 2.44934, 0.94359], [2.47096, 1.19890, -0.51127], [1.66833, 2.63408, -0.93731], [-0.24244, -2.85286, 1.25595], [-0.92378, -2.98532, -0.38385], [0.74624, -2.81333, -0.20225]]
}

No. 2
{
  "formula": "C22H29N3O3S",
  "method": "wB97M-V/def2-TZVPD",
  "de_lowest_kj_mol": 314.6,
  "smiles": "CCCC(CCC)=NNC(=O)CN(Cc1ccccc1)S(=O)(=O)c1ccccc1",
  "charge": 0,
  "elements": ["C", "C", "H", "H", "C", "C", "N", "N", "C", "O", "C", "N", "S", "O", "O", "C", "C", "C", "C", "C", "C", "H", "H", "H", "H", "H", "C", "C", "C", "C", "C", "C", "C", "H", "H", "H", "H", "H", "H", "H", "H", "H", "H", "C", "H", "H", "C", "C", "H", "H", "H", "H", "H", "H", "H", "H", "H", "H"],
  "coordinates": [[3.65235, 4.23621, 0.21944], [4.94396, 3.45289, 0.01968], [5.43572, 3.31791, 0.98521], [5.61908, 4.02626, -0.61956], [4.71440, 2.07644, -0.62361], [3.93146, 1.16035, 0.28051], [2.67963, 0.95094, 0.26693], [1.83874, 1.54076, -0.60819], [0.50752, 1.26933, -0.61593], [-0.22356, 1.79752, -1.42897], [0.05726, 0.27889, 0.44063], [-1.20467, -0.31848, 0.11534], [-2.47424, -0.25255, 1.17047], [-2.05294, 0.53741, 2.29337], [-2.97172, -1.57753, 1.42813], [-3.74562, 0.63522, 0.27054], [-3.40246, 1.62190, -0.63248], [-4.41204, 2.31455, -1.28294], [-5.74044, 2.01823, -1.02207], [-6.07011, 1.02444, -0.11386], [-5.06575, 0.32761, 0.53758], [-5.28332, -0.45733, 1.24447], [-7.10546, 0.79301, 0.08624], [-6.52314, 2.56208, -1.53034], [-4.15819, 3.08559, -1.99449], [-2.36416, 1.83318, -0.83523], [-1.28739, -1.22317, -1.00861], [-0.28735, -2.34496, -0.89323], [0.74954, -2.48035, -1.80519], [1.67938, -3.49652, -1.66188], [1.58491, -4.37674, -0.59823], [0.55639, -4.24108, 0.32034], [-0.37662, -3.23054, 0.17471], [-1.18328, -3.11192, 0.88330], [0.48084, -4.92720, 1.15095], [2.31168, -5.16775, -0.48527], [2.48009, -3.59883, -2.37998], [0.82588, -1.78959, -2.63362], [-1.13637, -0.66304, -1.93945], [-2.30450, -1.62190, -0.99618], [0.84272, -0.47218, 0.58688], [-0.08870, 0.81157, 1.38462], [2.17464, 2.21144, -1.30022], [4.70934, 0.38855, 1.30476], [5.53720, 1.00040, 1.66688], [4.05205, 0.14564, 2.13923], [5.26641, -0.91825, 0.71947], [4.16221, -1.91307, 0.38989], [3.46318, -1.49232, -0.32794], [3.60497, -2.17552, 1.28548], [4.58330, -2.82239, -0.03170], [5.94670, -1.36070, 1.44972], [5.84428, -0.69969, -0.18161], [4.21082, 2.20699, -1.58527], [5.68517, 1.61624, -0.81829], [3.86583, 5.19653, 0.68265], [2.96560, 3.69401, 0.86574], [3.16108, 4.42526, -0.73345]]
}

No. 3
{
  "formula": "C30H32BrN7O2SSeV",
  "method": "wB97M-V/def2-TZVPD",
  "de_lowest_kj_mol": 135.3,
  "charge": 1,
  "spin_multiplicity": 3,
  "elements": ["V", "O", "C", "C", "C", "C", "C", "C", "C", "O", "N", "N", "C", "C", "Br", "C", "C", "C", "C", "C", "C", "C", "H", "H", "H", "H", "H", "H", "H", "H", "H", "H", "H", "H", "H", "H", "Se", "C", "C", "C", "C", "C", "C", "H", "H", "H", "H", "H", "C", "N", "C", "C", "N", "C", "H", "H", "H", "H", "H", "H", "C", "C", "C", "N", "N", "C", "N", "S", "H", "H", "H", "H", "H", "H", "H"],
  "coordinates": [[-0.35757, 0.25559, 0.42368], [-0.78354, 2.54797, -3.00854], [-1.04260, 1.54291, -3.88280], [-0.80336, 1.83393, -5.22682], [-1.06348, 0.90535, -6.21329], [-1.58599, -0.33895, -5.87942], [-1.81668, -0.63009, -4.54906], [-1.52500, 0.27674, -3.52670], [-1.81487, -0.12432, -2.09023], [-1.19113, 0.69729, -1.18613], [-1.36893, -1.52417, -1.82431], [-0.42421, -1.61162, -0.84296], [0.30927, -2.65823, -0.81656], [1.29054, -2.91445, 0.21913], [1.38005, -1.60125, 1.59187], [2.12239, -3.95544, 0.27631], [2.11600, -5.10329, -0.64975], [3.32507, -5.54704, -1.18403], [3.35032, -6.62121, -2.05799], [2.17232, -7.27740, -2.38844], [0.96950, -6.86234, -1.83589], [0.93970, -5.78083, -0.96884], [-1.02194, 2.26951, -2.10462], [-0.42995, 2.82041, -5.46899], [-0.87728, 1.15827, -7.24863], [-1.82243, -1.06357, -6.64587], [-2.26621, -1.58666, -4.29973], [-2.90152, -0.10991, -1.93144], [-1.10418, -2.02637, -2.66480], [0.23010, -3.40903, -1.59900], [2.87640, -3.96326, 1.05585], [4.24608, -5.04167, -0.92024], [4.29149, -6.95210, -2.47586], [2.19489, -8.12218, -3.06363], [0.05425, -7.39005, -2.06874], [0.00596, -5.48500, -0.50574], [-1.58487, 2.59592, 0.70923], [-1.30246, 3.57453, 2.33642], [-0.05784, 4.05958, 2.72994], [0.08437, 4.78659, 3.90456], [-1.02239, 5.07458, 4.69234], [-2.27573, 4.63727, 4.28589], [-2.41094, 3.88661, 3.12630], [0.79953, 3.89173, 2.09252], [1.06195, 5.15284, 4.19315], [-0.91226, 5.65493, 5.59886], [-3.15259, 4.88228, 4.87295], [-3.39242, 3.55166, 2.81176], [2.99700, 3.21740, -2.66582], [2.57578, 2.54038, -1.44612], [2.95368, 2.84446, -0.15829], [2.22920, 2.03184, 0.65208], [1.40956, 1.24228, -0.12128], [1.65476, 1.57568, -1.37752], [3.92050, 3.75375, -2.46792], [2.22527, 3.91467, -2.98578], [3.17354, 2.48321, -3.44804], [3.68941, 3.59855, 0.05741], [2.22787, 1.97391, 1.72678], [1.16638, 1.16367, -2.24334], [0.05410, 0.17012, 5.85824], [-0.66588, 1.22178, 5.01193], [-1.39755, 0.60036, 3.86992], [-0.89273, 0.35439, 2.71690], [-1.73647, -0.34311, 1.88438], [-2.91438, -0.55661, 2.38493], [-3.89925, -1.20982, 1.73316], [-3.04202, 0.03651, 4.00442], [0.58579, 0.65307, 6.67656], [0.77871, -0.38165, 5.25870], [-0.64661, -0.54676, 6.28813], [0.03898, 1.94134, 4.59295], [-1.36905, 1.79064, 5.61890], [-3.77676, -1.33040, 0.73947], [-4.84767, -1.09575, 2.04753]]
}